38
Properties=species:S:1:pos:R:3:lowdin_charge:R:1 method="wB97M-V/def2-TZVPD" total_charge=-2 gap_ev=2.825 lumo_ev=3.7 mol_weight_g_mol=327.291 e_homo_ev=0.86
S -0.565 -2.877 -2.182 0.181
Na 0.373 -0.673 -0.158 0.378
O -0.657 -2.842 -0.684 -0.468
O -2.008 -3.054 -2.391 -0.416
O 2.516 -0.142 -1.371 0.015
O 0.189 1.630 1.109 -0.179
O -0.108 -1.575 -2.623 -0.401
O -4.107 -1.107 -1.347 -0.079
O -2.370 -0.557 -0.216 -0.079
O 0.220 -4.024 -2.655 -0.445
N 0.107 -1.173 2.175 0.059
N 4.205 -0.006 -2.872 0.110
N 2.287 -1.067 -3.457 0.166
C 1.478 0.293 3.625 -0.059
C 2.962 -0.448 -2.468 -0.671
C 0.073 0.048 2.990 -0.406
C 0.100 2.985 0.792 -0.117
C -3.976 1.228 -0.812 -0.060
C -0.622 1.147 2.207 -0.171
C -3.451 -0.198 -0.769 -0.751
H 2.753 -1.495 -4.235 0.090
H -3.185 1.978 -0.903 0.041
H 0.608 -1.910 2.661 0.086
H 0.093 3.584 1.709 0.077
H -1.528 0.685 1.800 0.112
H 1.638 1.297 4.026 0.065
H 1.302 -1.321 -3.232 0.027
H -0.536 -0.062 3.896 0.122
H -4.515 1.401 0.122 0.051
H -4.597 1.370 -1.695 0.051
H -0.973 1.934 2.880 0.117
H -0.824 3.179 0.235 0.085
H -0.817 -1.594 2.107 0.102
H 0.878 3.375 0.136 0.084
H 1.545 -0.221 4.590 0.057
H 4.354 -0.008 -3.863 0.073
H 2.318 -0.047 3.022 0.073
H 4.841 0.268 -2.146 0.080


122
Properties=species:S:1:pos:R:3:mulliken_spin:R:1 method="wB97M-V/def2-TZVPD" total_charge=+1 gap_ev="7.524 / 6.518" multiplicity=2 s_squared=0.754 de_lowest_ev=0.000 lumo_ev="-2.0 / -3.0" mol_weight_g_mol=1160.120 e_homo_ev="-9.49 / -9.49"
Ir -1.642 -0.462 0.708 0.631
Sb 2.534 -0.115 -2.132 -0.013
S -2.075 -1.632 -1.408 -0.003
S -1.947 -2.477 2.255 0.060
S 0.740 -1.258 0.896 0.169
P -2.345 1.456 -0.414 0.279
P 0.063 -2.326 2.410 0.012
P -1.428 1.367 2.025 -0.191
O 0.438 -1.753 3.845 0.002
O 0.834 -3.708 2.412 0.009
N -2.833 -3.812 -2.620 0.003
N -1.721 2.518 0.780 -0.008
N -1.980 -4.171 -0.527 0.003
C -3.903 3.318 4.616 0.000
C 0.322 -0.911 6.070 0.000
C -0.461 -1.176 4.809 0.005
C -2.025 4.077 -3.543 0.000
C 5.645 0.436 -1.662 0.000
C -6.188 0.556 0.699 0.002
C -3.433 0.697 3.828 0.036
C 2.177 2.096 -4.168 0.000
C 4.017 -2.586 -3.502 0.000
C -4.998 2.286 -1.100 0.007
C -6.378 2.250 -0.977 0.000
C 2.659 2.520 3.759 0.000
C -4.181 1.470 -0.311 -0.126
C 2.682 0.650 -4.202 0.000
C -2.671 1.728 3.289 0.012
C 3.045 -2.255 -2.373 0.002
C -1.613 3.254 -4.582 -0.001
C 3.626 -2.803 -1.069 0.000
C -2.227 3.552 -2.278 -0.003
C -4.656 2.281 5.157 0.000
C -2.991 -5.225 -2.911 0.000
C 4.045 0.623 -4.885 0.000
C 1.548 2.533 4.588 0.000
C -2.006 2.194 -2.034 0.023
C 1.285 1.815 1.919 -0.016
C 0.619 -4.690 3.454 0.001
C -1.392 1.908 -4.350 0.001
C 1.863 -5.536 3.564 0.000
C 2.526 2.164 2.422 0.000
C -4.808 0.594 0.575 0.046
C 0.159 1.838 2.745 0.022
C -1.021 3.795 0.653 -0.004
C -6.980 1.387 -0.076 0.002
C 4.271 0.749 -1.078 -0.004
C 1.688 -0.179 -5.021 0.000
C 0.299 2.198 4.084 0.002
C -2.325 -3.327 -1.487 0.003
C -4.420 0.973 4.765 0.003
C 4.043 2.261 -1.073 0.000
C 1.703 -2.952 -2.621 0.004
C -2.914 3.043 3.687 0.000
C 4.221 0.273 0.378 0.017
C -1.573 1.379 -3.078 -0.002
H -4.576 2.953 -1.831 0.001
H -0.867 -0.249 4.408 -0.001
H -2.172 -5.155 -0.599 0.000
H 3.049 -2.509 -0.192 0.010
H 3.093 2.525 -0.595 0.000
H -2.201 5.130 -3.721 0.000
H -0.081 3.693 0.105 0.000
H 4.847 2.751 -0.510 0.000
H 1.994 2.443 -5.193 0.000
H 1.187 1.512 0.881 -0.006
H -3.651 -5.706 -2.185 0.000
H 4.584 -0.745 0.495 0.000
H -0.321 -0.417 6.801 0.000
H 4.486 -0.372 -4.918 0.000
H -1.460 3.668 -5.571 0.000
H 3.214 0.319 0.803 -0.008
H -0.250 -5.286 3.173 0.001
H 1.871 -4.029 -2.752 0.000
H -1.677 -3.792 0.368 0.002
H 5.809 0.929 -2.619 0.000
H 1.649 2.811 5.630 0.000
H 0.690 -1.839 6.506 0.000
H 3.622 -3.899 -1.114 0.001
H 4.871 0.917 0.985 0.000
H 3.930 0.970 -5.920 0.000
H -2.598 4.199 -1.497 -0.001
H 6.422 0.793 -0.974 0.000
H 4.042 2.689 -2.077 0.000
H -2.027 -5.739 -2.923 0.000
H 5.801 -0.635 -1.802 0.000
H 1.172 -0.262 5.858 0.000
H 4.753 1.294 -4.402 0.000
H 1.565 0.274 -6.012 0.000
H 2.729 -4.907 3.770 0.000
H -1.288 -1.866 4.980 0.000
H -2.333 3.856 3.268 0.000
H 3.632 2.784 4.153 0.000
H 1.025 -2.812 -1.776 -0.002
H 2.042 -6.085 2.640 0.000
H -6.985 2.896 -1.598 0.000
H 3.613 -2.356 -4.487 0.000
H -1.633 4.539 0.157 0.001
H 4.969 -2.065 -3.394 0.000
H -1.373 0.332 -2.893 -0.002
H -5.010 0.166 5.181 0.000
H 1.752 -6.252 4.378 0.000
H 2.914 2.771 -3.728 0.000
H 2.032 -1.202 -5.173 0.000
H 1.200 -2.582 -3.518 -0.001
H -3.249 -0.325 3.513 -0.012
H 4.229 -3.663 -3.484 0.000
H -6.643 -0.132 1.400 0.001
H -3.447 -5.327 -3.891 0.000
H -4.217 -0.078 1.189 0.032
H -0.564 2.227 4.737 0.000
H 1.243 2.201 -3.612 0.000
H -4.090 4.340 4.920 0.000
H -5.429 2.499 5.882 0.000
H 0.703 -0.224 -4.547 0.000
H -0.791 4.172 1.648 0.000
H -3.060 -3.132 -3.326 0.000
H 4.662 -2.491 -0.929 0.000
H -8.058 1.354 0.012 0.001
H 0.406 -4.179 4.394 0.000
H -1.058 1.266 -5.154 0.000
H 3.393 2.149 1.774 0.000


43
Properties=species:S:1:pos:R:3:mulliken_spin:R:1 method="wB97M-V/def2-TZVPD" total_charge=-2 gap_ev="2.335 / 5.680" multiplicity=5 s_squared=6.137 lumo_ev="5.0 / 5.1" mol_weight_g_mol=314.307 e_homo_ev="2.69 / -0.54"
Mn -0.255 0.601 0.836 6.836
O 0.251 -2.115 1.700 -0.008
O -0.053 -0.570 -1.280 0.204
C 0.726 -0.495 -3.059 0.942
C 0.474 1.350 2.433 -2.509
C -0.631 -1.198 3.721 -0.465
C -0.646 -0.664 -3.220 0.063
C 1.249 0.042 2.401 -0.204
C -2.187 0.473 1.518 -1.228
C 0.891 2.197 1.339 -0.771
C -1.827 1.802 1.041 -2.392
C 1.772 0.099 1.019 0.228
C 1.287 0.863 -2.900 -0.130
C 1.355 -1.556 -2.374 0.084
C -1.878 0.367 -0.746 0.276
C -1.569 1.673 -0.361 0.196
C -2.094 -0.389 0.398 0.135
C 0.293 -1.192 2.543 0.271
C 0.565 -1.813 -1.199 0.011
C 1.715 1.399 0.478 0.223
H -1.007 -1.552 -2.725 -0.012
H 1.174 -2.161 -0.370 0.000
H -1.928 0.004 -1.744 -0.082
H 1.318 -2.439 -3.021 0.010
H 1.798 1.173 -3.840 0.086
H 2.236 -0.775 0.580 -0.055
H 2.065 0.068 3.141 0.043
H 2.403 -1.347 -2.193 0.010
H -0.069 -2.669 -1.370 0.008
H -2.411 -1.414 0.418 -0.055
H 2.076 0.875 -2.153 0.015
H -1.318 2.475 -1.032 -0.031
H 2.228 1.700 -0.439 -0.099
H 0.552 1.647 -2.702 0.000
H -0.762 -0.846 -4.309 0.053
H -0.914 -0.167 4.021 0.224
H -0.121 -1.715 4.549 -0.053
H -1.537 -1.762 3.438 0.001
H -0.147 1.589 3.283 0.728
H -2.602 0.254 2.492 0.453
H -1.897 2.695 1.643 0.757
H -1.207 0.249 -3.166 -0.010
H 0.629 3.243 1.212 0.248


60
Properties=species:S:1:pos:R:3:lowdin_charge:R:1 method="wB97M-V/def2-TZVPD" gap_ev=7.551 lumo_ev=-0.2 smiles="COc1ccc(CCNC2=C(Cl)C(=O)N(CCc3ccc(OC)c(OC)c3)C2=O)cc1OC" mol_weight_g_mol=474.941 e_homo_ev=-7.76
Cl 5.282 0.009 -2.192 0.722
O -3.833 1.819 4.338 -0.069
O -1.409 -1.140 -0.645 -0.087
O 0.415 1.526 -2.574 0.105
O 3.812 1.161 0.432 0.120
O -3.455 -0.418 3.067 -0.062
O 0.420 -2.343 0.752 -0.100
N 2.752 0.371 -4.143 0.072
N 1.891 1.449 -0.827 0.043
C -2.444 0.493 2.980 -0.188
C 2.024 -2.414 -2.568 -0.047
C -2.647 1.708 3.670 -0.202
C -0.318 -1.565 -1.339 -0.191
C -3.254 -1.683 2.483 -0.068
C -1.659 2.677 3.628 -0.016
C 1.041 -1.802 -3.322 -0.247
C -1.271 0.300 2.273 0.034
C 0.686 -2.208 -0.580 -0.203
C -0.286 1.283 2.230 -0.226
C -4.083 3.001 5.053 -0.092
C 0.958 1.040 1.422 -0.111
C 1.598 0.016 -4.930 -0.162
C 3.234 1.079 -0.620 -0.429
C 1.843 -2.627 -1.208 -0.001
C -0.134 -1.392 -2.697 0.022
C 1.500 1.249 -2.119 -0.339
C 1.256 -1.481 -4.774 -0.120
C -2.293 -0.249 -1.287 -0.063
C 3.694 0.602 -1.916 -0.554
C -0.487 2.466 2.915 -0.043
C 1.016 1.971 0.205 -0.088
C 2.690 0.659 -2.830 -0.199
C 1.406 -2.917 1.576 -0.073
H 1.609 -3.955 1.297 0.098
H -3.343 3.160 5.846 0.096
H -1.105 -0.618 1.735 0.088
H 1.851 1.189 2.030 0.119
H -5.067 2.870 5.503 0.093
H -2.945 0.138 -0.505 0.094
H 0.998 -2.887 2.585 0.097
H -2.404 -2.202 2.937 0.100
H 0.760 0.625 -4.593 0.111
H -0.895 -0.910 -3.288 0.122
H -1.788 3.610 4.154 0.102
H -4.102 3.877 4.396 0.095
H 2.338 -2.342 1.548 0.099
H 2.074 -2.083 -5.174 0.114
H 1.813 0.244 -5.977 0.122
H 0.951 0.010 1.068 0.103
H 2.627 -3.109 -0.648 0.109
H 3.628 -0.053 -4.427 0.129
H 2.946 -2.735 -3.030 0.115
H -4.168 -2.243 2.679 0.095
H -2.898 -0.761 -2.043 0.099
H 0.356 -1.689 -5.353 0.118
H -1.751 0.580 -1.752 0.084
H 0.270 3.235 2.905 0.113
H 0.027 2.064 -0.250 0.130
H 1.365 2.965 0.500 0.135
H -3.091 -1.617 1.403 0.082


16
Properties=species:S:1:pos:R:3:lowdin_charge:R:1 method="wB97M-V/def2-TZVPD" total_charge=+1 gap_ev=9.384 de_lowest_ev=2.016 lumo_ev=-5.2 mol_weight_g_mol=92.118 e_homo_ev=-14.62
O 1.551 -1.264 -2.301 -0.064
O 1.832 -1.314 0.869 -0.027
N -0.466 0.186 0.783 0.046
C -1.748 2.106 0.107 0.092
C -0.570 1.507 0.234 -0.110
C -1.455 -0.481 1.254 0.177
H 0.417 1.908 0.042 0.127
H 1.966 -1.822 0.058 0.055
H 2.645 -0.806 0.976 0.083
H 1.132 -1.218 -3.172 0.053
H -2.646 1.508 -0.008 0.082
H 0.437 -0.338 0.698 0.101
H -1.378 -1.563 1.340 0.130
H 2.406 -1.651 -2.527 0.048
H -1.839 3.177 -0.033 0.089
H -2.285 0.065 1.680 0.117


12
Properties=species:S:1:pos:R:3:lowdin_charge:R:1 method="wB97M-V/def2-TZVPD" gap_ev="9.014 / 9.012" de_lowest_ev=4.799 lumo_ev="0.6 / 0.6" smiles="CC/[N+]([S-])=N/O" mol_weight_g_mol=106.150 e_homo_ev="-8.46 / -8.46"
S 0.521 -1.509 1.182 0.635
O -0.475 -2.609 -1.398 -0.070
N -0.200 -0.843 -0.092 -0.652
N -0.530 -1.253 -1.219 -0.089
C -0.344 0.931 -0.061 -0.141
C 0.564 1.465 0.943 -0.191
H 1.318 2.123 0.577 0.054
H 1.120 0.513 1.365 -0.008
H -0.333 -2.767 -2.393 0.144
H -0.271 1.228 -1.101 0.095
H 0.014 1.896 1.887 0.118
H -1.384 0.824 0.311 0.105